1.
18
Properties=species:S:1:pos:R:3:nbo_charge:R:1 method="wB97M-V/def2-TZVPD" energy_ha=-326.98903 lumo_energy_ev=0.74 e_above_lowest_kj_mol=373.7 charge=0 orbital_gap_ha=0.361 molar_mass_g_mol=101.15
C -0.19069 2.15090 -0.49894 -0.6555
C 0.41188 0.73865 -0.96747 -0.2015
C 1.15072 -0.01057 1.21875 -0.4040
C -0.75784 -0.91875 0.37110 0.6858
C -1.01249 -2.22639 -0.24313 -0.6950
H -0.34075 2.81668 -1.29630 0.2115
H 0.31848 2.66923 0.37386 0.2046
H -1.21242 1.94999 0.16179 0.2311
H 1.44567 0.94213 -1.42454 0.2049
H -0.36744 0.45453 -1.70833 0.2016
H 0.97328 0.84320 1.87027 0.2102
H 2.29898 0.43627 0.80123 0.1729
H 1.27869 -1.01174 1.61518 0.2114
H -0.10097 -3.15396 0.14046 0.2266
H -1.98935 -2.73321 -0.15777 0.2431
H -0.67524 -2.30867 -1.29220 0.2489
N 0.41850 -0.31646 -0.02295 -0.5465
O -1.64901 -0.32182 1.05899 -0.5500

2.
73
Properties=species:S:1:pos:R:3:lowdin_spin:R:1 method="wB97M-V/def2-TZVPD" energy_ha=-2801.96168 lumo_energy_ev="-3.92 / -3.91" charge=+1 orbital_gap_ha="0.242 / 0.256" spin_multiplicity=3 molar_mass_g_mol=796.59
W 0.30990 -0.55740 -0.38317 1.5745
C 6.99825 -0.16423 1.38752 -0.0006
C 5.95231 -0.50281 2.23645 0.0002
C 4.67412 -0.66686 1.72559 -0.0005
C 4.45052 -0.49536 0.35949 -0.0038
C 5.50079 -0.15721 -0.49407 -0.0018
C 6.77463 0.00888 0.02784 -0.0002
P 2.83319 -0.84231 -0.30868 0.0057
C 2.48738 0.17866 -1.75466 0.0153
C 1.56129 -0.27767 -2.70482 0.0139
C 1.03450 0.61561 -3.65373 0.0184
C 1.38917 1.93949 -3.63759 0.0020
C 2.30568 2.40215 -2.68093 0.0157
C 2.83941 1.54536 -1.74805 0.0087
C 2.47563 -2.52571 -0.72339 0.0155
C 3.28177 -3.63831 -0.90975 -0.0029
C 2.65196 -4.84579 -1.18149 0.0164
C 1.26116 -4.91091 -1.24001 -0.0022
C 0.47094 -3.78977 -1.00930 0.0182
C 1.06947 -2.56238 -0.73666 0.0082
H 7.99555 -0.03635 1.78735 0.0000
H 6.13246 -0.63887 3.29421 0.0000
H 3.85839 -0.93607 2.38696 0.0000
H 5.32817 -0.03032 -1.55556 -0.0001
H 7.59393 0.26997 -0.62845 0.0000
H 1.41958 -1.34008 -2.85451 0.0097
H 0.34044 0.24464 -4.39632 0.0005
H 0.97030 2.62437 -4.36250 -0.0002
H 2.60253 3.44326 -2.67807 0.0008
H 3.54126 1.91893 -1.01212 0.0006
H 4.36115 -3.57130 -0.84393 -0.0007
H 3.23803 -5.74125 -1.33954 0.0010
H 0.78434 -5.86014 -1.45039 -0.0003
H -0.60797 -3.87947 -1.02181 0.0021
C -1.62207 6.21511 0.45132 0.0000
Si -2.04627 4.46130 0.01999 -0.0015
C -2.47875 4.34910 -1.77587 -0.0010
C -3.41248 3.81271 1.08828 -0.0001
C -0.52475 3.40898 0.48007 0.0000
C 0.38852 3.87828 1.41318 0.0292
C 1.42468 3.08150 1.91873 -0.0019
C 1.51612 1.78753 1.48970 0.0214
N 0.64923 1.30462 0.58214 0.0257
C -0.32671 2.07866 0.07078 0.0436
S -1.25344 1.19755 -1.12545 0.0309
H -2.44780 6.86699 0.15507 0.0000
H -0.72851 6.55358 -0.07954 0.0000
H -1.46611 6.36445 1.52193 0.0000
H -3.23278 5.11244 -1.98828 -0.0001
H -2.89519 3.37994 -2.04840 -0.0007
H -1.61587 4.54725 -2.41617 0.0001
H -4.33543 4.38369 0.96719 -0.0001
H -3.12265 3.85537 2.14084 0.0000
H -3.62524 2.77048 0.83579 0.0004
H 0.31012 4.90073 1.76435 0.0017
H 2.13005 3.46244 2.64313 -0.0006
H 2.26262 1.09864 1.86159 0.0015
F -7.07175 -5.90031 2.28883 0.0003
C -7.26779 -4.62852 1.89395 0.0007
F -7.95359 -4.00361 2.86272 0.0001
F -8.05317 -4.67102 0.80182 0.0004
C -5.95802 -3.94306 1.59614 0.0057
C -5.58782 -2.79717 2.27757 -0.0006
C -4.38320 -2.17943 1.98037 0.0094
C -3.54078 -2.71773 1.01081 0.0135
C -3.92115 -3.87951 0.33151 0.0087
C -5.12894 -4.48407 0.61959 -0.0010
C -2.29436 -2.06932 0.72192 0.0923
C -1.24693 -1.47151 0.53430 0.0066
H -6.23809 -2.38437 3.03552 -0.0001
H -4.08641 -1.28159 2.50495 0.0006
H -3.26698 -4.29877 -0.42126 0.0006
H -5.42858 -5.38210 0.09499 -0.0001

3.
71
Properties=species:S:1:pos:R:3:mulliken_charge:R:1 method="wB97M-V/def2-TZVPD" energy_ha=-4066.39212 lumo_energy_ev=0.37 charge=0 orbital_gap_ha=0.318 molar_mass_g_mol=467.23 smiles=CCOCCB(C)P(O)Br.CC(C)O.CC(C)O.CC(C)O.CC(C)O
C 2.17077 0.14145 0.14331 -1.0748
C 2.15322 1.26842 -0.89372 -0.0364
O 1.60115 0.78257 -2.11575 -0.4077
C 0.75787 1.70349 -2.77023 -0.9246
C -0.58090 1.90590 -2.04888 0.2422
B -1.28644 0.64508 -1.46546 0.6265
C -1.09738 -0.82945 -1.93159 -0.9558
P -2.57866 0.87126 -0.00153 -0.1431
O -2.58576 2.47695 0.30492 -0.4691
Br -4.35955 0.68022 -1.37170 -0.3197
H 3.17721 -0.18170 0.40133 0.3643
H 1.65480 -0.71119 -0.30346 0.2841
H 1.63323 0.40461 1.05376 0.2729
H 1.55287 2.10963 -0.52952 0.1773
H 3.16553 1.63920 -1.08919 0.1942
H 1.27250 2.66851 -2.88288 0.4000
H 0.60174 1.30974 -3.77712 0.3509
H -0.51075 2.71252 -1.31088 0.3653
H -1.32670 2.28196 -2.77283 -0.3446
H -0.34524 -0.96457 -2.70858 0.2880
H -0.80960 -1.44692 -1.06955 0.2605
H -2.05600 -1.24071 -2.27342 0.4308
H -2.67183 3.03476 -0.49061 0.3981
C -3.21128 5.56549 -4.02634 -1.4122
C -3.63278 4.28497 -3.32857 0.6854
C -5.12519 4.02661 -3.41563 -1.2993
O -3.21240 4.30591 -1.95586 -0.4961
H -3.71230 6.42494 -3.57163 0.3612
H -2.13476 5.71421 -3.94336 0.3222
H -3.48022 5.53948 -5.08264 0.3879
H -3.09419 3.44113 -3.76478 0.1882
H -5.66828 4.83628 -2.91954 0.3601
H -5.35770 3.08775 -2.91546 0.2048
H -5.46830 3.97201 -4.44890 0.3866
H -3.66003 5.04147 -1.52366 0.2793
C 1.14957 -4.86485 1.91533 -1.2553
C 2.12738 -3.70443 1.85160 0.6069
C 3.18148 -3.77693 2.94438 -1.3944
O 1.43111 -2.45921 1.90088 -0.4434
H 0.60849 -4.86005 2.86524 0.3401
H 0.41555 -4.78619 1.11362 0.1960
H 1.65910 -5.82538 1.82717 0.3764
H 2.61980 -3.69684 0.87657 0.2461
H 2.70440 -3.74441 3.92834 0.3479
H 3.86802 -2.93372 2.86940 0.3297
H 3.75432 -4.70300 2.87894 0.3846
H 0.97804 -2.40998 2.74926 0.2752
C 5.68950 3.95643 0.13698 -1.3137
C 4.85561 3.25660 1.19799 0.6428
C 5.18538 3.74588 2.59877 -1.4270
O 4.99900 1.84044 1.10573 -0.4634
H 6.75230 3.75796 0.30331 0.3525
H 5.42662 3.59411 -0.85681 0.3186
H 5.53960 5.03652 0.16608 0.3768
H 3.79607 3.43007 0.99569 0.1740
H 6.23509 3.54236 2.82990 0.3619
H 4.56792 3.23512 3.33715 0.3439
H 5.02259 4.82060 2.68981 0.3696
H 5.92046 1.62207 1.28036 0.3037
C -2.94209 -5.42027 1.14830 -1.1493
C -3.01480 -6.38612 2.31994 0.4152
C -4.38894 -6.39117 2.96976 -1.2835
O -1.99879 -6.10020 3.28155 -0.5272
H -3.13681 -4.39879 1.48808 0.3303
H -1.95270 -5.44425 0.69253 0.1984
H -3.68262 -5.66831 0.38680 0.4026
H -2.77634 -7.39366 1.97285 0.2406
H -4.62441 -5.39573 3.35739 0.3445
H -4.41739 -7.09664 3.79982 0.3178
H -5.16340 -6.66419 2.25182 0.3685
H -2.16373 -5.21583 3.62540 0.3454

4.
12
Properties=species:S:1:pos:R:3:nbo_charge:R:1 method="wB97M-V/def2-TZVPD" energy_ha=-1047.29199 lumo_energy_ev="-5.29 / -5.29" e_above_lowest_kj_mol=109.9 charge=+1 orbital_gap_ha="0.314 / 0.314" molar_mass_g_mol=125.60
C -0.28081 -0.43030 1.20912 -0.0288
C -0.25125 0.99033 -0.81017 -0.4141
N -2.21258 0.24111 0.75560 -0.6146
N 0.09039 -0.32149 -0.17854 -0.5744
S -1.74602 1.65564 0.08973 0.5652
Cl -2.76473 -1.03065 -0.30986 0.1275
H 0.05494 0.34721 1.87527 0.2442
H -0.40972 -1.42397 1.59706 0.2491
H 0.54269 1.72732 -0.68920 0.2575
H -0.47539 0.84491 -1.86597 0.2579
H 1.09322 -0.51034 -0.32011 0.4685
H -0.47489 -1.04909 -0.66607 0.4621

5.
12
Properties=species:S:1:pos:R:3:nbo_charge:R:1 method="wB97M-V/def2-TZVPD" energy_ha=-232.07957 lumo_energy_ev=0.98 e_above_lowest_kj_mol=385.3 charge=0 orbital_gap_ha=0.377 molar_mass_g_mol=78.11 smiles=C#CCC#CC
C 0.80109 0.48700 2.09742 -0.6815
C -0.07581 0.58580 0.93576 0.0183
C -0.78804 0.64959 -0.03382 -0.0195
C -1.27608 0.44698 -1.41016 -0.5358
C -0.16040 -0.30367 -2.01674 0.0173
C 0.88134 -0.88799 -2.16503 -0.2456
H 0.79930 -0.53149 2.50010 0.2355
H 1.83554 0.73943 1.83587 0.2355
H 0.46647 1.17269 2.87839 0.2368
H -1.47309 1.39485 -1.92502 0.2511
H -2.21046 -0.12669 -1.42789 0.2515
H 1.82670 -1.38176 -2.18232 0.2365

6.
11
Properties=species:S:1:pos:R:3:lowdin_spin:R:1 method="wB97M-V/def2-TZVPD" energy_ha=-1193.85145 lumo_energy_ev="0.88 / -3.07" charge=0 orbital_gap_ha="0.218 / 0.221" spin_multiplicity=3 molar_mass_g_mol=128.08
N 2.85186 0.55832 -0.08595 0.3351
N -2.91588 0.18629 0.14620 0.0027
P 1.17922 0.42746 0.54625 1.0655
P -1.47387 0.09467 -0.90697 0.0538
S -0.01650 -1.16884 -0.12518 0.3839
H 3.03037 0.67340 -1.03173 0.0129
H 3.45502 -0.15417 0.27653 0.0259
H -2.98315 1.10201 0.51583 0.0009
H -2.90539 -0.45166 0.86041 0.0019
H 1.82882 -0.36254 1.57651 0.1159
H -2.05050 -0.90492 -1.77189 0.0015

7.
79
Properties=species:S:1:pos:R:3:mulliken_charge:R:1 method="wB97M-V/def2-TZVPD" energy_ha=-1590.18693 lumo_energy_ev=-10.99 charge=+3 orbital_gap_ha=0.189 molar_mass_g_mol=621.08
Hf 1.63171 21.81276 19.00010 2.2202
F 1.11795 21.75001 21.26864 -0.4717
C -0.83429 21.13515 24.55707 -0.3193
O -0.45144 20.20301 23.45603 -0.4804
H 0.06461 21.59744 24.96494 -0.0291
H -1.40262 21.99993 24.21463 0.2404
H -1.33096 20.59773 25.36491 0.3366
H 0.08736 20.72134 22.85385 0.0103
C 3.15020 24.75411 23.14010 -1.0403
C 4.06948 23.58567 23.60909 -0.1136
C 3.76043 23.28988 25.05459 -0.8945
O 2.46980 22.86212 25.36797 -0.2368
C 2.30700 22.63475 26.81301 -0.9256
N 3.90492 22.35226 22.76732 -0.4597
H 2.14998 24.43187 23.42961 0.2931
H 3.27648 24.90369 22.06783 -0.0105
H 3.46964 25.67591 23.62626 0.4915
H 5.09644 23.92277 23.46831 0.4299
H 4.06048 24.23332 25.51065 0.4704
H 4.48750 22.53259 25.34781 0.4137
H 2.93553 21.83168 27.19789 0.3729
H 1.31054 22.36862 27.16564 0.2930
H 2.52958 23.50340 27.43269 0.3657
H 4.58227 21.66911 23.07489 0.2874
H 2.98930 21.92598 22.77228 -0.0229
C -1.28748 23.15059 15.55881 -1.3106
C -0.74963 22.85076 16.96500 0.5006
C -1.75828 22.34320 18.08714 -0.9896
O -0.97740 22.15878 19.26775 0.5726
C -1.79763 21.58372 20.34593 -0.9319
N 0.43503 22.02381 16.92037 -0.2806
H -2.24211 23.65518 15.70765 0.3996
H -1.49924 22.21775 15.03626 0.4094
H -0.55740 23.73040 14.99409 0.4259
H -0.35658 23.77965 17.37826 -0.2023
H -2.35317 21.49738 17.74249 0.4268
H -2.42545 23.18733 18.26162 0.5012
H -1.33393 21.37199 21.30939 0.2105
H -2.26371 20.67563 19.96350 0.3701
H -2.59284 22.30080 20.54974 0.4441
H 0.98652 22.18065 16.08889 0.2819
H 0.08906 21.20226 16.44556 0.3553
C -0.39671 17.84205 19.93858 -1.4377
C 0.62659 18.96236 20.00165 0.5323
C 2.10234 18.51262 20.11948 -0.9424
O 2.84360 19.78630 20.15517 -0.2447
C 4.11421 19.34665 20.57712 -0.8946
N 0.45155 19.72968 18.81534 -0.3977
H -0.23116 17.16358 20.77547 0.4245
H -0.37043 17.25726 19.01911 0.4086
H -1.45618 18.08154 20.02949 0.4541
H 0.37660 19.58960 20.85733 -0.2308
H 2.46078 17.98624 19.23486 0.4678
H 2.12171 17.95979 21.05869 0.4276
H 4.19998 19.30116 21.66278 0.2901
H 4.65237 20.16622 20.10089 0.2051
H 4.54167 18.51992 20.00977 0.4215
H -0.54445 19.62467 18.68475 0.3202
H 0.84776 19.07725 18.15394 0.4327
C 4.65352 23.35157 19.36345 -0.2210
C 4.36203 23.67543 17.90085 -0.7937
O 2.89936 23.61805 17.66925 -0.5272
O 3.70372 22.43944 19.99794 -0.3085
H 4.57832 24.33443 19.82867 0.2637
H 5.69747 23.05365 19.46098 0.5174
H 4.76291 22.82153 17.35474 0.2854
H 4.79568 24.60187 17.52433 0.5709
H 2.65616 24.36830 17.12191 0.2890
H 3.99536 22.38364 20.91086 0.2136
C 0.40363 24.78336 20.45378 -0.1562
C -0.91079 25.55666 20.13719 -0.6636
O -0.78886 26.35550 19.07274 -0.4964
O 0.80775 24.02983 19.32149 -0.3515
H 0.24499 24.16551 21.33763 0.2059
H 1.19865 25.45452 20.77871 0.3605
H -1.18001 26.19100 20.98173 0.5624
H -1.76427 24.88472 20.04671 0.0641
H -0.68381 27.29583 19.23501 0.3713
H 0.73869 24.73017 18.66853 0.1734

- What is the charge in the seventh record?
  +3

- Look up the charge of the fourth one.
  +1